Record 1
DFT (wB97M-V/def2-TZVPD) results for a molecular structure, C49H116BNO11Si2 at a distorted geometry.

Each line ends with the Mulliken charge.
Geometry (Å):
Si: 2.58310 0.77905 -3.00782  0.1875
Si: 0.43627 -0.15233 -4.68049  0.4621
O: -1.07132 0.49316 -4.89275  -0.6317
O: -3.47324 -3.18780 -4.39977  -0.0893
O: 1.52310 1.04562 -4.27184  -0.2752
O: 9.55363 3.53975 6.11261  -0.4451
O: -3.49482 -2.37769 4.33098  -0.2598
O: -5.11634 2.00847 7.34541  -0.4164
O: 4.82180 1.45313 -4.67912  -0.5080
O: 4.53910 3.33793 -1.29539  -0.6107
O: 3.82861 4.83749 3.53117  -0.4683
O: 5.23567 -0.58457 -3.47655  -0.5117
O: -8.67605 -2.17395 -3.72871  -0.3632
N: 2.63045 2.27410 -2.06998  0.6677
C: 8.77243 3.93910 5.00342  -0.1371
C: 1.39000 2.47833 -1.28222  -0.7978
C: -2.60391 0.66875 -2.99571  -0.5945
C: -5.07599 2.78762 8.52626  -0.3325
C: -2.39368 -1.16821 0.78384  -1.3447
C: 8.50677 5.06253 7.74086  -0.7780
C: 1.09824 -2.45455 -6.23521  0.1748
C: -4.37934 -1.92144 5.33754  0.1419
C: -2.69810 2.06296 6.88877  -1.0608
C: -5.49317 -4.59195 -4.51255  -1.2876
C: -4.68999 -4.46660 3.81274  -1.2415
C: 3.44850 5.39911 2.28656  -0.5150
C: 6.05905 3.53384 -4.75090  -1.1930
C: 5.06307 6.80214 4.35587  -1.1314
C: 0.96368 -0.92694 -6.29988  -1.0225
C: 1.82721 -3.35183 -3.91851  1.0838
C: 6.13130 2.04607 -4.44721  -0.1949
C: 1.41978 -0.87175 -0.38050  2.6163
C: 5.04394 5.30843 4.07774  -0.1126
C: 1.10527 -0.62683 1.09711  -0.5274
C: -0.67211 -4.58733 -1.63310  -0.2074
C: -3.83376 -2.09315 -6.57597  -1.1635
C: 5.00716 -2.43826 -0.04120  -1.4642
C: -4.01986 -2.39289 6.73591  -1.1671
C: -4.11442 2.28049 6.38341  -0.3279
C: -1.55382 1.37628 -3.88474  0.3429
C: 2.74186 -1.59901 -0.71124  0.5353
C: -0.22379 0.13091 1.26616  -0.5416
C: 9.36520 5.09346 4.21214  -1.0665
C: 2.24163 -2.94199 -5.32887  -1.0820
C: 9.77727 4.52624 7.10237  -0.3524
C: 0.51099 -5.03267 -2.53815  -1.4487
C: -4.84014 -3.30242 -4.04748  -0.3329
C: 4.09773 1.21966 -0.28546  0.5693
C: -5.21788 4.28150 8.28874  -1.0167
C: -10.55004 -0.79926 -2.91377  -1.0758
C: 3.79457 2.36145 -1.23813  -0.4856
C: -1.89982 -2.31285 -0.11045  0.5411
C: -9.32667 -2.06161 -6.10000  -0.9794
C: -1.19396 -3.45503 0.61647  -1.0495
C: -3.38462 -3.77902 4.17510  -0.0008
C: 0.58411 -4.23576 -3.84044  0.1979
C: -3.17976 -3.21287 -5.78460  0.6945
C: -9.38302 -2.80862 -4.77805  -0.3131
C: -1.41765 -0.66182 1.83641  -0.8879
C: -9.10653 -0.87101 -3.38181  -0.3475
C: 4.45138 5.16712 1.16932  -0.8552
C: 3.74942 -1.72971 0.43241  -0.8123
C: -0.18911 -4.24491 -0.23720  -0.5898
B: 4.42407 0.50075 -3.79187  0.2436
H: -8.29093 -1.90774 -6.40685  0.1759
H: 0.34405 -1.16781 -3.61653  0.0447
H: 6.83535 1.55816 -5.11378  0.4353
H: -3.60340 1.04077 -3.19487  0.4404
H: -1.97644 0.03061 2.46605  0.4022
H: -4.86401 -3.25666 -2.95855  0.2461
H: 2.12434 -0.35267 -2.17096  0.2174
H: -3.42952 -4.19040 -6.21363  0.3853
H: -0.75563 1.74613 -3.24650  -0.4480
H: 9.43804 6.00442 4.80793  0.2601
H: -4.92280 -2.16041 -6.55842  0.2777
H: 1.73468 -2.47196 -3.28612  -1.2088
H: -0.29764 -3.60712 -3.95916  -0.2984
H: 7.87079 5.57887 7.02012  0.0629
H: 4.24640 7.07533 5.02528  0.3056
H: -5.41254 -2.19137 5.09127  0.3019
H: 0.60576 -1.47429 -0.78528  -1.0992
H: 2.79360 -3.72821 -5.83640  0.4489
H: 10.36867 4.84281 3.86598  0.3211
H: 2.65290 -3.92188 -3.48696  0.6900
H: 0.59870 -4.91118 -4.69663  0.6177
H: 7.92555 4.24856 8.17600  0.2772
H: -2.57666 1.04195 7.25399  0.2537
H: -10.79491 0.21911 -2.61097  0.3895
H: -2.59820 -0.38383 -3.26610  -0.0755
H: -8.44735 -0.55612 -2.57284  0.3352
H: -1.98255 2.23334 6.08388  0.3880
H: -6.14373 4.49636 7.75365  0.2871
H: 0.13207 -2.86916 -5.96214  -0.5797
H: -0.05546 0.97453 1.93164  0.5533
H: -4.23057 3.29345 5.98168  0.3211
H: 1.38361 0.08158 -0.90868  -1.5913
H: -8.93627 -0.17673 -4.21264  0.3196
H: 8.75614 5.77250 8.52995  0.3851
H: -5.91172 2.43615 9.13132  0.3242
H: -4.32467 -0.83327 5.30129  -0.1764
H: 7.74978 4.17544 5.32012  0.1371
H: -5.43912 -4.36466 4.59909  0.3509
H: -3.00277 -2.09060 6.99008  0.2797
H: -0.00610 -5.17312 0.30814  0.5171
H: -1.10150 -1.45130 2.51441  0.2394
H: 0.16681 -0.69147 -7.00902  0.5306
H: 4.07191 5.56881 0.23092  0.4318
H: 4.83603 1.56003 0.43076  0.5743
H: -2.35677 0.79297 -1.94659  0.0985
H: 1.57649 3.13595 -0.43807  0.1652
H: 6.86439 3.80564 -5.42607  0.3520
H: -2.94594 -4.23241 5.07166  0.3071
H: 2.93677 -2.10503 -5.22593  0.0183
H: 0.77425 -3.73640 -0.26662  -0.1722
H: -0.52779 0.54600 0.30452  -0.3788
H: 1.12255 -1.53847 1.68816  0.4923
H: 4.00941 -0.73184 0.78022  0.4828
H: 1.30093 -2.80960 -7.24510  0.4635
H: -10.42210 -2.99689 -4.48509  0.3220
H: 4.44376 0.33544 -0.81429  -0.3567
H: 6.00777 7.08464 4.82286  0.3959
H: -8.91019 -3.78383 -4.89756  0.3222
H: -4.16386 2.57371 9.09510  0.3007
H: -5.40457 -2.43542 -4.40806  0.3347
H: 5.40899 5.64966 1.37279  0.3165
H: 4.63828 4.10552 1.03823  0.2162
H: -4.52026 -5.53178 3.65231  0.4052
H: -5.10582 -4.03757 2.89982  0.3092
H: 1.43551 -4.88257 -1.98480  0.6792
H: 3.23435 6.46822 2.39935  0.2988
H: -9.80528 -1.08347 -6.03997  0.2737
H: -4.30738 1.59518 5.55771  0.2588
H: 5.93182 -0.39932 -2.84315  0.2762
H: 0.40794 -6.09111 -2.76032  0.4013
H: -1.39179 -5.40122 -1.58472  0.5104
H: 5.11580 3.76822 -5.23209  0.2676
H: 4.95535 7.39003 3.44356  0.3055
H: 5.88637 5.02428 3.43538  0.2047
H: -4.70496 -1.95692 7.46358  0.3798
H: -2.78231 -2.74992 -0.57798  0.6586
H: 5.17287 4.76947 5.01736  0.2969
H: 10.37920 5.34716 6.69603  0.2835
H: -5.23597 4.81093 9.24180  0.3858
H: -3.51509 -2.13634 -7.61822  0.4295
H: -5.50931 -4.67341 -5.60078  0.2976
H: -1.93788 -4.17468 0.96042  0.7324
H: 6.11354 4.13046 -3.84654  0.2782
H: 10.38673 4.03808 7.86267  0.3459
H: -2.03103 2.21784 -4.37788  0.4318
H: 3.23855 -1.02814 -1.49788  -0.3323
H: -4.95592 -5.45912 -4.12508  0.3265
H: -11.25031 -1.08933 -3.69818  0.2677
H: -2.66484 -3.92283 3.36815  0.0295
H: -3.55015 -1.12283 -6.16490  0.2118
H: 5.56163 -1.84221 -0.76358  0.1472
H: 2.56905 -2.59153 -1.12581  -0.1427
H: 8.70430 3.06169 4.36013  0.3336
H: -1.12673 -3.72794 -2.11592  -0.0572
H: -1.31947 -1.90823 -0.93762  -0.6154
H: -3.35173 -1.40617 1.24175  0.4767
H: 5.67375 -2.64668 0.79302  0.4561
H: -9.83790 -2.63350 -6.87495  0.4023
H: 3.30709 -2.28299 1.25725  0.4899
H: -0.65176 -3.12885 1.50103  0.4133
H: 1.89305 0.01931 1.48323  0.6515
H: 3.19359 0.96749 0.26912  -0.2108
H: 1.86109 -0.44895 -6.68815  0.4714
H: 6.41621 1.87444 -3.41124  0.1996
H: -2.58944 -0.31250 0.13349  0.2058
H: -2.44591 2.73982 7.70612  0.3556
H: 4.77608 -3.38539 -0.52509  0.3339
H: 8.74095 5.31335 3.34495  0.3831
H: 2.50296 4.91800 2.03250  0.3147
H: -6.52459 -4.63257 -4.16057  0.3856
H: -10.70886 -1.46426 -2.06395  0.2933
H: 0.66000 2.96842 -1.92043  0.2017
H: 0.93704 1.54872 -0.92601  0.6589
H: -4.07886 -3.47799 6.83147  0.3730
H: -4.39159 4.68447 7.70190  0.2619
H: -2.09616 -3.11070 -5.85062  -0.7681

Values from the calculation:
spin multiplicity = 1
frontier orbital gap = 9.56 eV
LUMO level = 0.5 eV
E_HOMO = -0.33250 Eh

---

Record 2
DFT (wB97M-V/def2-TZVPD) results for 10 unconnected molecules or ions with the total composition C49H117B2F8N7O5 at a distorted geometry.

Each line ends with the Mulliken spin population.
Geometry (Å):
F: 4.12370 -3.14875 -1.12554  0.0068
F: 3.68544 -2.65405 0.96755  -0.0119
F: -0.45345 1.42511 0.50007  0.0145
F: -1.53350 1.12409 -1.37654  -0.0376
F: 0.57274 0.28848 -1.03034  -0.2703
F: 5.06300 -1.36016 -0.16469  0.0006
F: 2.89324 -1.42155 -0.62787  -0.0068
F: -1.26367 -0.53170 0.04983  0.1196
O: -1.91172 5.62404 0.85674  -0.0012
O: -3.77621 3.12226 4.48479  -0.0001
O: -2.13735 -2.94375 0.24139  -0.3289
O: -3.15876 4.86462 3.19324  0.0002
O: 2.34620 1.46319 0.28094  0.0080
N: 4.02819 0.65232 -3.79065  -0.1472
N: -4.43453 -0.24348 2.62024  -0.0026
N: 0.80394 5.81475 -1.03243  -0.0391
N: 1.43510 -4.26288 4.20727  -0.0023
N: 0.05978 -3.89784 -2.30149  -1.4105
N: 4.41374 2.23865 2.31459  -0.0030
N: -5.59370 0.05374 -4.23092  -0.4983
C: 1.60358 -2.76227 4.56507  -0.0006
C: -6.11655 -1.24850 4.03575  -0.0008
C: -0.03468 -4.22650 -3.79629  0.7712
C: -6.66363 2.48523 -4.30034  0.0272
C: 2.66129 0.04221 -4.11016  0.1296
C: -1.12401 4.57879 0.25952  -0.0021
C: 2.84530 -4.89149 3.68660  0.0071
C: 1.38385 -2.00794 3.33096  -0.0059
C: -3.30885 0.68137 -3.77550  -0.1441
C: 3.99527 -5.02965 4.71798  0.0005
C: 0.49032 -2.84292 2.46334  -0.0321
C: -2.91240 3.84039 3.87022  -0.0002
C: 7.45394 -1.18305 -3.64192  -0.0010
C: -0.48419 4.97329 -1.11830  0.0286
C: -3.56953 -0.57809 -2.96247  -0.7824
C: -4.39869 0.69198 1.40389  0.0688
C: -6.51619 -0.62139 -5.30102  0.1214
C: 1.84577 4.93542 -0.55879  0.0206
C: 1.14653 6.46268 -2.42061  0.0078
C: 5.19850 2.57200 1.01392  -0.0016
C: 5.36381 -5.57356 4.15915  -0.0001
C: -6.44136 1.21780 -3.52155  0.0141
C: 0.16045 -2.33405 -2.23481  -1.1212
C: 5.08498 -0.41923 -4.14391  0.0095
C: -5.83563 -2.24479 2.94680  0.0041
C: -4.32070 0.46083 -4.90235  0.5794
C: -1.75464 -0.92990 5.37849  -0.0018
C: 0.90259 -5.13784 5.35727  0.0004
C: -3.06860 -0.14654 3.30335  -0.0082
C: -1.23609 -4.50578 -1.66895  0.4377
C: -5.67579 0.05056 3.48418  0.0020
C: 1.34960 -4.45584 -1.67284  0.0471
C: 2.46150 2.45648 -4.57562  -0.0194
C: 5.43363 2.09431 3.42052  0.0001
C: 4.12798 0.97692 -2.30437  0.0318
C: 3.99434 1.92150 -4.64676  0.0343
C: -4.66596 -1.68492 2.19413  -0.0794
C: 0.44593 -4.21566 3.13037  0.0124
C: -7.49837 3.41822 -3.51686  -0.0001
C: 6.55819 0.00283 -4.01057  0.0030
C: 3.74230 0.86158 2.18072  0.0025
C: 0.71760 7.02425 -0.11585  0.0024
C: 1.71425 1.14055 -4.51478  0.1176
C: -1.45134 -4.15888 -0.14376  0.2750
C: -3.06225 -0.87752 4.64460  0.0020
C: 3.46389 3.38069 2.82568  0.0016
C: -1.52826 3.30365 3.62569  -0.0007
C: -5.07976 -0.92582 -3.15238  0.1878
C: 2.31990 0.97770 1.54526  -0.0211
B: 3.94974 -2.13617 -0.26282  -0.0480
B: -0.68024 0.60934 -0.45596  -0.0053
H: -6.67129 -2.28931 2.24837  -0.0027
H: -8.53357 3.12098 -3.68451  0.0001
H: -1.51170 -2.21661 0.27940  0.0677
H: -0.52644 -4.27066 3.61982  0.0039
H: -3.01823 0.92388 3.50277  0.0050
H: -5.70087 2.98692 -4.39780  -0.0073
H: -3.56802 1.57764 -3.21191  0.0936
H: 5.76512 -5.01668 3.31243  0.0001
H: 1.46286 -4.01846 -0.68089  0.0832
H: 3.79122 0.31318 3.12145  0.0006
H: 4.15209 1.60541 -5.67793  0.0071
H: 1.62669 4.51786 0.42394  0.0090
H: -7.31562 4.36024 -4.03387  0.0007
H: 2.68615 -0.80761 -4.79228  -0.0201
H: -1.17686 2.94545 2.65805  0.0018
H: 3.16295 1.40641 -2.03542  0.0019
H: 2.71422 5.58965 -0.63546  0.0034
H: -7.18074 -1.29561 4.26678  -0.0002
H: -4.95248 -1.62396 1.14423  0.0501
H: -2.93794 -1.37965 -3.34549  1.7068
H: 5.35647 -6.61426 3.83514  0.0000
H: 5.63689 3.56730 1.08663  -0.0004
H: -1.96351 -5.02170 0.28207  0.0624
H: 3.03542 3.11402 3.79181  -0.0001
H: 0.62255 6.66069 0.90733  0.0005
H: 2.57354 -5.90103 3.37828  0.0030
H: -7.19843 2.33788 -5.23863  0.0045
H: -3.65459 0.42862 0.65218  -0.0091
H: 7.36324 -2.02724 -4.32546  -0.0004
H: 4.81611 -1.27032 -3.51824  0.0022
H: -2.36818 5.33667 1.65088  0.0007
H: -3.96846 -0.41824 -5.44204  -0.2602
H: -2.26785 -0.47832 2.64243  -0.0011
H: -3.79534 -0.45233 5.33009  -0.0003
H: 0.58192 -5.08669 2.48935  -0.0021
H: 3.54990 -5.75318 5.40081  -0.0002
H: 2.03209 4.09202 -1.22366  0.0026
H: 4.92981 1.69979 -2.15395  0.0072
H: -0.49002 -4.15735 0.37002  -0.0795
H: -5.84972 -1.39847 -5.67526  -0.0654
H: -1.80282 3.75734 0.03033  0.0067
H: 4.23377 0.03791 -1.76108  0.0181
H: -7.22861 3.53596 -2.46735  -0.0029
H: 1.02658 -3.04659 1.53649  0.0303
H: 1.55604 -5.00979 6.22023  0.0000
H: -5.37198 0.86884 0.94614  -0.0068
H: 0.37454 7.20804 -2.61182  0.0004
H: 1.13837 0.81864 -5.38244  -0.1551
H: -1.14401 -1.68079 4.87710  0.0018
H: 4.04653 4.28136 3.01915  0.0003
H: -5.77451 1.46923 -2.69681  0.0469
H: 0.97878 -1.00547 3.46908  0.0034
H: -4.07677 1.67679 1.74243  -0.0049
H: 0.08332 -5.30059 -3.93952  0.0960
H: -1.32218 2.53884 4.37449  0.0000
H: 2.34975 3.06687 -3.67949  0.0367
H: 6.77963 0.85340 -3.36591  0.0015
H: 2.10402 6.98353 -2.41557  0.0033
H: 2.39382 -0.41205 -3.15611  0.0713
H: 6.17763 -5.60432 4.88362  0.0000
H: 0.74282 -3.66815 -4.31768  0.1050
H: 3.08769 -4.37905 2.75560  -0.0053
H: 5.95698 1.80570 0.85396  -0.0003
H: -0.45705 -2.32766 2.30494  -0.0159
H: 1.14319 5.65239 -3.14966  0.0024
H: -6.47759 0.50874 2.90513  0.0001
H: 4.45664 0.25284 1.62643  0.0022
H: 0.92044 -6.17967 5.03732  0.0000
H: 4.81796 -0.68356 -5.16710  0.0037
H: 1.02506 -2.50056 5.45103  0.0001
H: -0.04372 -2.07630 -1.19559  0.2825
H: 1.17813 -2.04631 -2.49868  0.2456
H: 6.26796 1.47240 3.09614  0.0001
H: 8.51453 -0.94463 -3.72196  0.0000
H: 0.90310 1.12987 -3.78676  0.1715
H: -1.20612 0.01190 5.39405  -0.0001
H: 4.77978 2.61735 -4.35187  -0.0127
H: 1.85748 -0.00935 1.54776  0.0001
H: 4.41916 2.49858 0.25541  0.0035
H: 5.78185 3.10945 3.61113  0.0000
H: -5.60655 -1.51305 4.96203  -0.0001
H: 7.42745 -1.62766 -2.64707  -0.0001
H: -7.34834 0.80584 -3.07908  0.0025
H: -1.03640 -3.92123 -4.09872  -0.1958
H: -1.17363 5.43155 -1.82736  0.0052
H: 5.08845 1.67687 4.36640  0.0001
H: -7.32405 -1.05228 -4.70959  0.0162
H: 2.24936 3.07469 -5.44793  -0.0547
H: -1.10864 -5.58107 -1.79390  0.0008
H: 6.85176 0.34748 -5.00210  0.0012
H: -4.46009 1.34698 -5.52155  0.0344
H: -5.63336 -3.23297 3.35994  0.0026
H: -5.26210 0.86594 4.07758  -0.0003
H: -0.08588 -4.75823 5.61595  -0.0004
H: -0.03624 7.69221 -0.53257  0.0013
H: 2.18629 -4.06311 -2.25060  0.0826
H: -0.16637 4.08463 -1.66362  0.0044
H: 2.62636 -2.57841 4.89402  -0.0005
H: -5.69551 -0.76311 -2.26780  -0.0071
H: -1.95228 -1.40746 6.33816  -0.0001
H: 2.33249 -1.93041 2.79977  0.0029
H: 1.77487 1.01364 -0.34603  0.0069
H: -3.43845 -1.88270 4.45435  -0.0004
H: -3.73482 -2.23969 2.30948  0.0043
H: 1.68751 7.52163 -0.11553  -0.0013
H: -0.81463 4.10055 3.83493  0.0004
H: 2.60900 3.54226 2.16905  0.0004
H: -3.37308 -0.39928 -1.90534  -0.1248
H: -2.28685 0.76760 -4.14453  -0.0200
H: 4.23059 -4.09837 5.23320  -0.0002
H: -0.33313 4.23627 0.92682  -0.0022
H: -6.78796 0.07850 -6.09121  0.0206
H: -0.64785 -1.95903 -2.86260  0.7514
H: -5.16151 -1.93958 -3.54442  -0.1557
H: 1.24917 -5.54085 -1.70085  0.0064
H: 1.66220 1.54676 2.20230  0.0025
H: -2.05756 -4.24297 -2.33545  -0.0437

Values from the calculation:
expectation value of S² = 0.7506
spin multiplicity = 2
frontier orbital gap (spin up / spin down) = 2.07 / 6.97 eV
charge = +3
LUMO level (spin up / spin down) = -5.5 / -5.5 eV
E_HOMO (spin up / spin down) = -0.27691 / -0.45774 Eh